A | Density functional theory data (ωB97M-V with the def2-TZVPD basis set) for C4H8S4 as an isolated structure.

```
16
Properties=species:S:1:pos:R:3:mulliken_charge:R:1
S -3.683 -0.189 -0.064 -0.287
S -0.121 1.997 -0.434 -0.108
S 2.714 1.006 0.138 0.002
S 0.990 -1.063 -0.819 -0.318
C 1.117 0.479 -0.258 0.236
C -2.149 0.226 0.570 -0.432
C 3.377 -0.741 0.253 -0.900
C -1.641 0.870 -0.772 -1.001
H -3.760 -1.387 0.894 0.151
H -2.180 0.895 1.381 0.407
H 2.654 -1.600 0.847 0.264
H 3.511 -0.972 -0.816 0.344
H -1.573 -0.521 1.080 0.411
H 4.406 -0.640 0.592 0.341
H -1.226 0.162 -1.551 0.317
H -2.435 1.478 -1.040 0.575
```

Properties
**E_HOMO**: -8.60 eV
**2S+1**: 1
**Molar mass**: 184.4 Da
**HOMO-LUMO gap**: 8.214 eV
**LUMO level**: -0.4 eV



B | Density functional theory data (ωB97M-V with the def2-TZVPD basis set) for a 2-piece molecular cluster, C4H8S4 overall.

```
16
Properties=species:S:1:pos:R:3:mulliken_charge:R:1
S 0.394 -0.030 -3.494 -0.129
S -1.147 0.676 -0.193 -0.254
S -3.412 0.653 1.757 -0.210
S 2.606 -1.846 -2.582 -0.132
C -0.721 0.383 2.451 -1.075
C -1.678 0.620 1.328 0.458
C 1.659 -0.277 -2.322 0.164
C 3.062 -0.138 -2.604 -0.705
H 3.183 0.220 -3.543 0.257
H -3.881 0.441 0.445 0.172
H 1.296 -0.385 -1.336 0.138
H -0.787 1.134 3.166 0.360
H 1.260 0.516 -4.376 0.098
H 0.317 -0.002 2.051 0.248
H 3.818 0.111 -1.904 0.277
H -1.001 -0.438 3.175 0.332
```

Properties
**E_HOMO**: -8.42 eV
**2S+1**: 1
**Molar mass**: 184.4 Da
**HOMO-LUMO gap**: 8.073 eV
**LUMO level**: -0.3 eV



Here are the energies relative to the best structure, in kJ/mol: A 93.3; B 0.0.